No. 1
Below is C34H37ClN5O2SSiTi as an isolated structure, with properties calculated with wB97M-V/def2-TZVPD.

XYZ file:
```
82
Properties=species:S:1:pos:R:3:mulliken_charge:R:1
Ti -0.66 0.61 0.83 -0.4444
C 0.84 3.19 -2.32 -1.6457
C 0.70 2.28 -1.14 0.6795
N -0.54 2.00 -0.58 1.6914
N -1.60 2.73 -1.08 -1.4501
C -2.64 2.69 -0.33 0.5815
N -3.82 3.29 -0.78 -0.5616
S -2.70 1.87 1.22 -0.5990
C 1.72 1.67 -0.49 -0.1660
C 3.13 1.78 -0.77 -0.9025
C 4.04 1.25 0.06 -0.7134
C 3.60 0.55 1.25 -0.7593
C 2.28 0.40 1.46 -0.6461
N 1.30 0.88 0.62 1.2674
H -0.05 3.15 -2.94 0.4246
H 1.70 2.90 -2.92 0.4844
H 0.98 4.24 -2.02 0.1863
H -3.64 3.97 -1.51 0.2552
H -4.39 3.65 -0.03 0.2582
H 3.43 2.34 -1.65 0.3340
H 5.10 1.35 -0.14 0.3701
H 4.31 0.14 1.96 0.4629
H 1.90 -0.14 2.32 0.2124
C -1.24 -0.93 -0.49 -0.7251
Si -1.50 -2.63 0.17 -0.6978
C 0.15 -3.55 0.12 -1.2672
N 1.24 -2.69 0.61 0.8181
C 1.81 -3.15 1.87 -0.7492
C 2.70 -4.39 1.71 -0.7049
C 3.79 -4.13 0.68 -0.7068
C 3.17 -3.65 -0.63 -0.8034
C 2.28 -2.44 -0.38 -0.4701
C -2.68 -3.66 -0.92 0.3491
C -2.54 -3.62 -2.31 -0.3674
C -3.35 -4.39 -3.13 -0.6680
C -4.32 -5.21 -2.58 -0.4144
C -4.47 -5.26 -1.21 -0.7034
C -3.66 -4.49 -0.39 -0.2183
C -2.23 -2.66 1.90 1.0496
C -3.19 -1.71 2.26 -0.4448
C -3.75 -1.69 3.53 -0.6303
C -3.37 -2.64 4.47 -0.5486
C -2.43 -3.60 4.13 -0.7472
C -1.88 -3.61 2.86 -0.3138
H -2.16 -0.53 -0.94 0.8210
H -0.48 -0.95 -1.28 0.3832
H 0.33 -3.81 -0.93 0.6041
H 0.10 -4.51 0.64 0.3613
H 1.01 -3.31 2.59 0.2371
H 2.43 -2.34 2.27 0.3741
H 2.09 -5.24 1.39 0.2645
H 3.13 -4.66 2.68 0.4321
H 4.40 -5.02 0.53 0.4091
H 4.45 -3.34 1.06 0.2511
H 2.58 -4.47 -1.07 0.2930
H 3.95 -3.40 -1.36 0.4340
H 1.80 -2.10 -1.30 0.5013
H 2.89 -1.61 -0.02 -0.1227
H -1.80 -2.97 -2.75 0.3369
H -3.23 -4.34 -4.21 0.3881
H -4.95 -5.81 -3.23 0.3523
H -5.23 -5.90 -0.77 0.3807
H -3.80 -4.53 0.69 0.2691
H -3.49 -0.95 1.54 0.4450
H -4.48 -0.93 3.78 0.4182
H -3.79 -2.62 5.47 0.3549
H -2.12 -4.34 4.86 0.3939
H -1.14 -4.37 2.61 0.2796
Cl -0.07 6.15 5.63 -0.2544
C -0.17 4.48 5.12 0.5024
C 0.21 4.15 3.83 -1.3394
C 0.12 2.82 3.43 0.2234
C -0.33 1.85 4.31 0.2718
C -0.69 2.21 5.60 -0.7399
C -0.62 3.53 6.01 -0.6510
C -0.43 0.39 3.94 -0.2295
O -0.44 -0.46 4.81 -0.6690
O -0.48 0.10 2.66 0.4185
H 0.56 4.91 3.15 0.4392
H 0.41 2.56 2.42 0.9320
H -1.02 1.43 6.28 0.4688
H -0.91 3.82 7.01 0.4096
```

Computed properties:
HOMO energy = -3.10 eV
lowest unoccupied orbital energy = 0.09483 Ha
total charge = -1
energy relative to the best compared isomer or geometry (same formula, charge and spin) = 0.0237 eV
DFT total energy = -3739.6278 hartree
orbital gap = 0.2086 Eh


No. 2
Below is an isolated ion of composition C2NO4S and charge -1 in a non-equilibrium geometry, with properties calculated with wB97M-V/def2-TZVPD.

XYZ file:
```
8
Properties=species:S:1:pos:R:3:nbo_charge:R:1
C 1.71 0.23 -0.49 -0.0347
C -1.79 0.48 0.27 1.0340
N 2.34 1.06 -1.09 -0.4059
O -0.35 -0.39 0.75 -0.9779
O -2.02 1.18 1.15 -0.6057
O -2.08 0.00 -0.77 -0.6394
O 0.94 -2.14 -0.49 -0.9695
S 0.98 -1.13 0.49 1.5990
```

Computed properties:
HOMO energy = -5.48 eV
lowest unoccupied orbital energy = 0.12817 Ha
total charge = -1
energy relative to the best compared isomer or geometry (same formula, charge and spin) = 0.6709 eV
DFT total energy = -830.1658 hartree
orbital gap = 0.3295 Eh


No. 3
Below is one molecule with the formula C4H8N2, with properties calculated with wB97M-V/def2-TZVPD.

XYZ file:
```
14
Properties=species:S:1:pos:R:3:nbo_charge:R:1
C 1.44 -0.24 0.80 -0.4749
C 0.54 0.72 0.13 -0.4712
C -0.91 0.15 -0.06 -0.1232
N -1.66 0.94 -1.00 -0.8123
C -0.74 -1.35 -0.33 0.2075
N 0.29 -1.88 0.04 -0.5815
H 1.36 -0.30 1.89 0.1923
H 2.48 -0.26 0.46 0.2003
H 1.26 -2.04 0.29 0.4775
H 0.40 1.65 0.70 0.2447
H 0.92 1.00 -0.86 0.2065
H -1.43 0.18 0.90 0.2123
H -1.31 0.78 -1.94 0.3549
H -2.64 0.65 -1.01 0.3672
```

Computed properties:
HOMO energy (alpha / beta) = -7.41 / -7.41 eV
lowest unoccupied orbital energy (alpha / beta) = 0.02823 / 0.02817 Ha
total charge = 0
energy relative to the best compared isomer or geometry (same formula, charge and spin) = 4.3713 eV
DFT total energy = -266.5614 hartree
orbital gap (alpha / beta) = 0.3006 / 0.3006 Eh


No. 4
Below is a 3-piece molecular cluster, C13H29N5O13PS overall in a non-equilibrium geometry, with properties calculated with wB97M-V/def2-TZVPD.

XYZ file:
```
62
Properties=species:S:1:pos:R:3:nbo_charge:R:1
C 1.40 3.45 1.05 -0.6439
C 0.57 2.19 1.68 -0.4522
C 0.43 0.89 0.65 0.5540
O -0.63 0.04 1.24 -0.7104
O 0.12 1.45 -0.67 -0.5727
C -1.04 0.83 -1.32 -0.4254
P -2.74 1.62 -0.78 2.1240
O -2.54 3.01 -0.01 -1.0527
O -3.69 1.84 -2.26 -0.9422
O -3.65 0.48 0.23 -0.9752
C 1.80 -0.07 0.66 -0.2020
N 3.09 0.71 0.68 -0.6111
C 3.47 1.35 -0.62 -0.2522
C 4.75 0.57 -1.38 -0.4508
C 5.01 1.12 -2.91 -0.5008
C 4.46 2.67 -3.15 0.7794
O 3.38 2.84 -3.96 -0.6203
O 5.08 3.88 -2.57 -0.7156
C 1.77 -0.80 2.17 0.7374
O 2.41 -0.20 3.20 -0.7118
O 1.14 -2.09 2.47 -0.7799
S 1.69 -1.46 -0.58 1.8979
C 1.74 -0.95 -2.39 -0.8614
O 2.90 -2.44 -0.34 -0.9158
O 0.39 -2.34 -0.45 -0.9051
H 1.08 3.79 -0.02 0.2247
H 2.58 3.29 1.16 0.2176
H 1.17 4.39 1.76 0.2077
H 0.93 1.90 2.75 0.2731
H -0.55 2.58 1.82 0.2194
H -1.40 0.59 1.57 0.4823
H -0.96 1.12 -2.48 0.2212
H -1.06 -0.34 -1.30 0.2774
H -3.46 1.03 -2.83 0.4826
H -3.84 0.92 1.13 0.5338
H 3.85 0.00 0.89 0.4012
H 3.90 2.43 -0.37 0.2025
H 2.62 1.51 -1.40 0.2203
H 4.67 -0.60 -1.30 0.2567
H 5.71 0.88 -0.75 0.2153
H 6.19 1.17 -3.08 0.2368
H 4.58 0.43 -3.75 0.2508
H 4.34 4.56 -2.50 0.5071
H 2.88 -0.99 -2.74 0.2482
H 1.20 -1.81 -3.01 0.2747
H 1.33 0.12 -2.62 0.2556
C -1.32 -5.82 2.18 0.7645
O -1.97 -6.79 2.53 -0.7134
N -0.85 -4.90 3.04 -0.8431
N -1.01 -5.59 0.89 -0.8484
H -0.31 -4.10 2.76 0.4355
H -1.06 -5.04 4.02 0.3934
H -1.35 -6.25 0.21 0.3904
H -0.48 -4.80 0.57 0.4184
C -6.97 0.07 1.28 0.7691
O -6.08 0.91 1.28 -0.6747
N -6.95 -1.00 2.10 -0.8401
N -8.04 0.13 0.46 -0.8449
H -7.67 -1.70 2.11 0.3850
H -6.17 -1.09 2.73 0.4139
H -8.08 0.92 -0.17 0.4101
H -8.77 -0.55 0.45 0.3839
```

Computed properties:
HOMO energy = -4.75 eV
lowest unoccupied orbital energy = 0.07261 Ha
total charge = -1
DFT total energy = -2504.0796 hartree
orbital gap = 0.2473 Eh